Density functional theory data (the ωB97M-V functional and the def2-TZVPD basis) for a structure of composition F10K5N5O20S10.

Geometry as XYZ:
```
50
Properties=species:S:1:pos:R:3:mulliken_charge:R:1
S -0.975 5.402 -1.838 1.01
O 2.377 -1.787 0.552 -0.27
F -5.650 -0.685 0.571 -0.28
O -1.852 4.561 -1.048 -0.39
S -1.970 -4.379 -1.448 1.08
O -4.494 -0.239 2.514 -0.58
K -2.368 -0.854 -2.001 0.97
S -2.644 5.353 -3.694 1.00
F 0.418 4.497 -1.957 -0.30
O 0.360 -5.093 -3.162 -0.57
S 3.014 -0.826 -0.385 0.75
O -2.450 1.461 2.542 -0.60
K 4.132 2.914 0.111 0.94
O 3.302 -1.196 -1.761 -0.51
S 1.488 0.802 -1.172 0.74
O 2.571 -3.041 6.634 -0.58
O -2.142 -5.768 -1.911 -0.61
K 0.903 3.401 -4.440 0.93
O -0.446 6.570 -1.187 -0.60
F -1.681 2.304 0.486 -0.14
K 1.176 -3.969 1.835 0.96
S 3.767 -1.673 3.739 0.80
F 0.732 -2.613 -3.316 -0.30
O 0.414 -0.117 -1.350 -0.30
O -3.128 4.007 -3.345 -0.51
N -1.147 5.558 -3.483 -0.27
O 0.779 -3.629 -1.069 -0.45
S 2.449 -2.091 5.571 0.98
F -3.582 -3.963 -1.377 -0.33
O -3.563 6.431 -3.612 -0.59
F -2.381 5.269 -5.274 -0.31
K 1.897 1.701 2.490 1.00
N -3.764 0.830 0.309 -0.36
O 3.338 -0.367 3.236 -0.42
O 5.031 -1.693 4.517 -0.64
N 2.574 0.614 0.062 -0.13
N -1.527 -3.333 -2.532 -0.27
S 0.078 -3.842 -2.364 0.96
O -3.580 -1.690 0.578 -0.49
O 1.887 1.543 -2.393 -0.56
F 4.563 -0.902 0.046 -0.35
S -2.328 0.978 1.171 1.06
O -1.599 -4.112 -0.100 -0.46
F 0.792 2.088 -0.442 -0.29
F 4.358 -2.389 2.412 -0.31
O 2.580 -0.692 5.868 -0.51
N 2.858 -2.729 4.032 -0.06
F 0.861 -2.184 5.311 -0.27
S -4.169 -0.420 1.115 0.94
O -1.256 -0.008 0.960 -0.49
```

Computed properties:
LUMO: -3.0 eV
HOMO: -10.057 eV
relative energy (zero: lowest compared OMol25 entry of this formula, charge and spin): 0.0 kcal/mol
multiplicity: 1
Kohn-Sham gap: 7.06 eV
E: -9758.72298 Eh